{
  "formula": "C90H190N10O10",
  "method": "wB97M-V/def2-TZVPD",
  "symbols": ["C", "C", "C", "C", "C", "C", "N", "O", "C", "C", "C", "H", "H", "H", "H", "H", "H", "H", "H", "H", "H", "H", "H", "H", "H", "H", "H", "H", "H", "H", "C", "C", "C", "C", "C", "C", "N", "O", "C", "C", "C", "H", "H", "H", "H", "H", "H", "H", "H", "H", "H", "H", "H", "H", "H", "H", "H", "H", "H", "H", "C", "C", "C", "C", "C", "C", "N", "O", "C", "C", "C", "H", "H", "H", "H", "H", "H", "H", "H", "H", "H", "H", "H", "H", "H", "H", "H", "H", "H", "H", "C", "C", "C", "C", "C", "C", "N", "O", "C", "C", "C", "H", "H", "H", "H", "H", "H", "H", "H", "H", "H", "H", "H", "H", "H", "H", "H", "H", "H", "H", "C", "C", "C", "C", "C", "C", "N", "O", "C", "C", "C", "H", "H", "H", "H", "H", "H", "H", "H", "H", "H", "H", "H", "H", "H", "H", "H", "H", "H", "H", "C", "C", "C", "C", "C", "C", "N", "O", "C", "C", "C", "H", "H", "H", "H", "H", "H", "H", "H", "H", "H", "H", "H", "H", "H", "H", "H", "H", "H", "H", "C", "C", "C", "C", "C", "C", "N", "O", "C", "C", "C", "H", "H", "H", "H", "H", "H", "H", "H", "H", "H", "H", "H", "H", "H", "H", "H", "H", "H", "H", "C", "C", "C", "C", "C", "C", "N", "O", "C", "C", "C", "H", "H", "H", "H", "H", "H", "H", "H", "H", "H", "H", "H", "H", "H", "H", "H", "H", "H", "H", "C", "C", "C", "C", "C", "C", "N", "O", "C", "C", "C", "H", "H", "H", "H", "H", "H", "H", "H", "H", "H", "H", "H", "H", "H", "H", "H", "H", "H", "H", "C", "C", "C", "C", "C", "C", "N", "O", "C", "C", "C", "H", "H", "H", "H", "H", "H", "H", "H", "H", "H", "H", "H", "H", "H", "H", "H", "H", "H", "H"],
  "positions_angstrom": [[-8.5580, -12.1603, 16.4712], [-9.1215, -11.2668, 17.5944], [-10.3256, -12.0563, 18.1846], [-9.9861, -13.1427, 19.2312], [-8.9576, -12.6706, 20.3205], [-7.6999, -12.0312, 19.7339], [-8.1836, -11.0086, 18.7009], [-7.0545, -10.2807, 18.3310], [-6.9586, -11.3094, 20.9327], [-6.8302, -13.1467, 19.1831], [-9.6510, -9.9369, 16.9465], [-7.7407, -11.7043, 15.9126], [-9.3876, -12.3517, 15.7905], [-8.2995, -13.1689, 16.7938], [-11.2039, -11.5645, 18.6028], [-10.8250, -12.6479, 17.4174], [-9.6036, -13.9882, 18.6594], [-10.8537, -13.5992, 19.7076], [-8.6928, -13.5794, 20.8611], [-9.3950, -11.9835, 21.0448], [-6.0975, -10.7741, 20.5326], [-7.6536, -10.6700, 21.4770], [-6.5643, -12.0608, 21.6169], [-7.4159, -13.8060, 18.5425], [-5.9530, -12.8579, 18.6042], [-6.5136, -13.8202, 19.9795], [-10.0233, -9.2895, 17.7405], [-10.4066, -10.0535, 16.1697], [-8.8441, -9.3604, 16.4941], [-6.4675, -10.9195, 17.9198], [-14.4734, -12.3677, 19.5172], [-15.7392, -12.0883, 18.6109], [-15.9870, -10.5369, 18.3555], [-15.1753, -9.9792, 17.2011], [-15.2922, -10.8388, 15.9472], [-14.9401, -12.3531, 16.1216], [-15.6959, -12.8216, 17.2706], [-15.5526, -14.1743, 17.3716], [-15.4508, -12.9870, 14.8222], [-13.4186, -12.5015, 16.2637], [-16.9684, -12.6119, 19.3719], [-14.6022, -11.9897, 20.5314], [-13.5153, -12.0017, 19.1483], [-14.2846, -13.4103, 19.7729], [-17.0435, -10.2999, 18.4817], [-15.5283, -9.9989, 19.1850], [-14.1275, -9.9504, 17.5000], [-15.3852, -8.9175, 17.0711], [-14.8401, -10.4232, 15.0467], [-16.3379, -10.7344, 15.6578], [-14.8402, -13.8784, 14.6786], [-16.5133, -13.2254, 14.8703], [-15.2233, -12.4690, 13.8905], [-13.0794, -11.9043, 17.1102], [-13.0251, -13.4819, 16.5322], [-12.9041, -12.0667, 15.4068], [-17.0018, -13.6998, 19.4310], [-17.9239, -12.3067, 18.9454], [-16.9492, -12.1767, 20.3710], [-16.3899, -14.5280, 17.0627], [-14.9704, -4.2032, 28.2839], [-15.7316, -4.8009, 27.0252], [-14.7978, -5.9796, 26.5111], [-14.9792, -7.2174, 27.4432], [-16.4291, -7.6687, 27.5612], [-17.4098, -6.5585, 28.0173], [-17.0840, -5.2767, 27.2664], [-18.0224, -4.3171, 27.5320], [-18.8762, -6.9644, 27.7000], [-17.3125, -6.3531, 29.5173], [-15.7617, -3.8427, 25.8389], [-15.5125, -3.4531, 28.8597], [-14.0643, -3.7111, 27.9305], [-14.5154, -4.8990, 28.9889], [-15.0709, -6.1978, 25.4786], [-13.7478, -5.6896, 26.4736], [-14.5574, -7.1058, 28.4420], [-14.4277, -8.0504, 27.0073], [-16.4189, -8.4319, 28.3394], [-16.6731, -8.1515, 26.6149], [-19.5563, -6.1669, 27.9990], [-18.9237, -7.1346, 26.6244], [-19.1401, -7.8964, 28.1999], [-17.4025, -7.3222, 30.0082], [-16.3837, -5.8566, 29.7981], [-18.1377, -5.7388, 29.8774], [-16.3518, -4.1794, 24.9865], [-14.7633, -3.6525, 25.4451], [-16.2265, -2.8995, 26.1260], [-18.6892, -4.4926, 26.8640], [-13.8047, -9.4930, 21.5504], [-12.9738, -8.3297, 22.1307], [-11.6194, -8.9302, 22.5866], [-10.6926, -9.1775, 21.3628], [-10.5755, -7.9515, 20.4593], [-11.9168, -7.4394, 19.9148], [-12.8055, -7.2592, 21.1099], [-14.0341, -6.6691, 20.7704], [-11.7209, -6.0422, 19.4083], [-12.4926, -8.4032, 18.8392], [-13.6145, -7.7992, 23.4126], [-13.4381, -9.8668, 20.5943], [-14.7725, -9.1216, 21.2133], [-13.9319, -10.2590, 22.3153], [-11.1193, -8.3017, 23.3235], [-11.8334, -9.8642, 23.1062], [-10.9823, -10.0498, 20.7769], [-9.7039, -9.4497, 21.7321], [-10.0953, -8.3474, 19.5645], [-9.9455, -7.2432, 20.9973], [-12.6295, -5.6255, 18.9736], [-11.4594, -5.2815, 20.1439], [-11.0205, -6.0931, 18.5746], [-12.2948, -9.4512, 19.0645], [-13.5725, -8.2554, 18.8354], [-12.2139, -8.1418, 17.8184], [-14.6026, -7.3615, 23.2709], [-12.9332, -7.0812, 23.8690], [-13.6825, -8.5811, 24.1690], [-13.8652, -5.7249, 20.8106], [-17.0243, -14.9762, 25.3013], [-16.1535, -13.7542, 24.8995], [-17.0210, -12.6510, 24.2311], [-16.3004, -11.3382, 24.0105], [-15.7910, -10.8104, 25.3407], [-14.8423, -11.8410, 26.1069], [-15.5749, -13.1600, 26.1380], [-14.8100, -14.0887, 26.9111], [-13.4153, -11.7797, 25.4868], [-14.7889, -11.3576, 27.5422], [-15.0233, -14.2084, 23.9038], [-17.4712, -15.5328, 24.4774], [-17.8619, -14.7807, 25.9707], [-16.5232, -15.7991, 25.8112], [-17.2446, -13.0469, 23.2404], [-17.9013, -12.5049, 24.8571], [-17.1663, -10.7100, 23.8012], [-15.6630, -11.3850, 23.1275], [-16.6190, -10.3264, 25.8587], [-15.2148, -9.9386, 25.0308], [-13.4159, -11.9884, 24.4169], [-12.9112, -10.8133, 25.4859], [-12.6567, -12.4363, 25.9129], [-14.7055, -10.2720, 27.5935], [-15.7483, -11.5260, 28.0314], [-14.0001, -11.8148, 28.1397], [-14.3446, -14.8833, 24.4254], [-14.3576, -13.4419, 23.5072], [-15.4166, -14.7488, 23.0428], [-15.4918, -14.2977, 27.5539], [-20.6713, -8.4305, 21.0601], [-20.5669, -7.3150, 22.1878], [-20.2207, -7.9934, 23.5461], [-18.7156, -8.2685, 23.8187], [-17.9070, -6.9824, 23.5588], [-18.1345, -6.4715, 22.0172], [-19.6070, -6.2753, 21.7925], [-19.9014, -5.6744, 20.5739], [-17.4554, -5.0882, 21.9343], [-17.4557, -7.4744, 21.0293], [-21.9035, -6.6129, 22.4215], [-20.7770, -8.0357, 20.0496], [-21.4906, -9.1127, 21.2868], [-19.8535, -9.1476, 21.1310], [-20.7595, -7.6299, 24.4212], [-20.5368, -9.0297, 23.4264], [-18.2919, -9.1078, 23.2672], [-18.5209, -8.5387, 24.8566], [-16.8359, -7.1171, 23.7093], [-18.2300, -6.2775, 24.3250], [-16.4004, -5.1257, 22.2059], [-17.4513, -4.6643, 20.9301], [-17.9276, -4.3989, 22.6342], [-16.3697, -7.4993, 21.1194], [-17.8015, -8.5017, 21.1441], [-17.6163, -7.1333, 20.0066], [-21.8239, -5.8365, 23.1825], [-22.6477, -7.3226, 22.7827], [-22.3264, -6.1293, 21.5410], [-20.2408, -4.8126, 20.8265], [-7.3642, -7.9073, 27.4224], [-8.2984, -6.9107, 26.7485], [-9.1497, -7.6782, 25.6634], [-10.2534, -8.5126, 26.3020], [-11.2308, -7.5735, 27.0077], [-10.5179, -6.7450, 28.0807], [-9.2015, -6.2120, 27.7116], [-8.6139, -5.3483, 28.6730], [-11.4811, -5.5720, 28.3295], [-10.3860, -7.6344, 29.3389], [-7.4873, -5.8705, 25.9051], [-7.8771, -8.4091, 28.2429], [-6.4959, -7.4239, 27.8702], [-7.0317, -8.7435, 26.8073], [-9.5850, -6.9919, 24.9370], [-8.5331, -8.4054, 25.1352], [-9.7839, -9.2826, 26.9141], [-10.7075, -9.1464, 25.5402], [-11.9507, -8.2649, 27.4456], [-11.6308, -6.9139, 26.2377], [-11.1361, -4.9721, 29.1716], [-11.4349, -5.0141, 27.3942], [-12.4777, -5.9199, 28.6013], [-11.3778, -7.8696, 29.7252], [-9.8557, -8.5638, 29.1311], [-9.7911, -7.0978, 30.0780], [-7.0585, -6.4330, 25.0757], [-6.6518, -5.4455, 26.4613], [-8.0824, -5.0667, 25.4716], [-8.2418, -5.9974, 29.2745], [-9.2789, -3.3204, 18.3205], [-7.7767, -3.6560, 18.2259], [-7.6320, -5.2710, 18.3437], [-8.1452, -5.9925, 17.0596], [-7.3499, -5.5090, 15.8180], [-7.4257, -3.9766, 15.6630], [-7.0899, -3.2423, 16.9484], [-7.3083, -1.8342, 16.8886], [-6.3619, -3.6138, 14.5630], [-8.8071, -3.5606, 15.0813], [-7.0069, -3.1399, 19.4579], [-9.5748, -2.2829, 18.1652], [-9.8503, -3.7766, 19.1289], [-9.6998, -3.7922, 17.4326], [-6.5623, -5.3701, 18.5286], [-8.0314, -5.5825, 19.3088], [-9.2097, -5.8073, 16.9155], [-7.9740, -7.0687, 17.0815], [-7.7589, -6.0405, 14.9587], [-6.3216, -5.8391, 15.9650], [-6.7139, -4.0296, 13.6190], [-6.3041, -2.5253, 14.5632], [-5.4154, -4.0328, 14.9045], [-9.1181, -2.5814, 15.4455], [-8.7747, -3.4981, 13.9935], [-9.6116, -4.2354, 15.3738], [-5.9563, -3.3580, 19.2660], [-7.3050, -3.5570, 20.4198], [-7.0681, -2.0556, 19.5509], [-6.4117, -1.4965, 16.9493], [-10.7689, -5.0456, 23.5081], [-11.3275, -3.6228, 23.1246], [-10.2193, -2.9355, 22.3261], [-10.5819, -1.6102, 21.5891], [-11.8398, -1.9346, 20.7893], [-13.0577, -2.6520, 21.4316], [-12.5677, -3.7731, 22.2761], [-13.6346, -4.4128, 22.8843], [-13.7684, -1.5100, 22.3209], [-14.1277, -3.1518, 20.3973], [-11.5560, -2.8498, 24.4430], [-9.6998, -5.0562, 23.7199], [-11.0570, -5.6279, 22.6329], [-11.3701, -5.4500, 24.3224], [-9.4161, -2.6622, 23.0103], [-9.8331, -3.6766, 21.6263], [-9.7841, -1.3639, 20.8885], [-10.6089, -0.8372, 22.3571], [-11.4291, -2.5668, 20.0021], [-12.0447, -0.9222, 20.4414], [-14.3892, -0.8633, 21.7008], [-14.5204, -1.9484, 22.9770], [-13.0508, -0.9467, 22.9174], [-13.8334, -4.0461, 19.8479], [-15.1062, -3.2802, 20.8600], [-14.2611, -2.3667, 19.6531], [-11.7478, -1.7862, 24.3015], [-10.7349, -2.9107, 25.1572], [-12.4242, -3.3145, 24.9104], [-13.4046, -5.3165, 22.6562], [-17.1513, -5.2656, 13.2776], [-16.5668, -5.6932, 14.6749], [-15.1601, -6.1171, 14.3197], [-14.2688, -6.3779, 15.5199], [-14.3348, -5.0701, 16.3160], [-15.7144, -4.5294, 16.6869], [-16.5628, -4.6037, 15.5621], [-17.7649, -4.0038, 15.7576], [-16.2107, -5.4756, 17.8732], [-15.4937, -3.1206, 17.0979], [-17.3984, -6.9292, 15.1233], [-17.1905, -6.1372, 12.6242], [-16.5357, -4.4797, 12.8401], [-18.1743, -4.9140, 13.4119], [-15.2552, -7.0092, 13.7007], [-14.6919, -5.4397, 13.6055], [-13.2665, -6.7059, 15.2446], [-14.6174, -7.1827, 16.1672], [-13.7493, -4.3713, 15.7185], [-13.7736, -5.2943, 17.2231], [-15.4936, -5.5044, 18.6936], [-17.1554, -5.0975, 18.2640], [-16.2825, -6.5342, 17.6237], [-16.2338, -2.6552, 17.7488], [-14.5528, -3.0258, 17.6398], [-15.2717, -2.3858, 16.3239], [-18.2998, -6.5042, 15.5648], [-17.0002, -7.5973, 15.8870], [-17.6115, -7.5937, 14.2859], [-17.5030, -3.0883, 15.6356]],
  "atomic_forces_ev_per_a": [[-0.4, -0.2, -0.2], [-0.8, -0.8, -0.2], [-0.9, -1.3, 0.8], [1.3, 0.5, 0.1], [-0.9, -0.8, -0.8], [-1.1, 0.5, 0.4], [0.1, 0.1, 2.0], [0.0, 0.6, -0.7], [-0.3, -0.5, -1.5], [0.0, -0.7, -0.5], [1.0, 0.0, 1.0], [0.1, 0.0, 0.1], [0.1, 0.3, -0.4], [0.3, 0.2, 0.2], [0.5, 1.3, 0.0], [0.3, 0.3, -0.6], [0.6, -0.1, 0.2], [-0.3, 0.5, 0.1], [0.2, 0.1, 0.3], [-0.3, 0.1, -0.2], [-0.2, 0.3, 0.2], [0.2, 0.2, -0.2], [-0.2, -0.2, 0.0], [0.0, 0.1, -0.2], [0.1, 0.2, 0.1], [0.3, 0.3, 0.2], [-0.3, -0.1, 0.0], [-0.1, -0.5, 0.2], [0.3, -0.2, -0.1], [0.5, -0.1, -0.4], [-0.2, -0.1, 0.1], [0.3, -0.4, -0.6], [1.5, -0.9, 1.1], [0.6, -0.4, -0.5], [-1.0, 0.5, 0.1], [0.0, 2.3, -0.4], [-1.1, 2.4, 0.2], [0.4, -1.7, 0.8], [0.9, -1.3, 0.1], [0.2, 0.6, 0.7], [0.0, 0.0, 0.0], [-0.3, 0.7, -0.1], [-0.2, 0.3, -0.2], [-0.4, -0.4, -0.8], [-0.1, -0.1, -0.9], [-0.1, -0.2, 0.6], [0.1, -0.2, 0.2], [-0.4, 0.0, -0.4], [0.8, 0.0, 0.2], [-0.4, -0.6, 0.0], [-0.5, -0.6, 0.1], [0.1, 0.0, 0.0], [-0.1, 0.8, 0.3], [-0.1, 0.3, 0.0], [-0.4, -0.3, -0.5], [0.0, -0.3, -0.2], [0.3, 0.0, 0.2], [0.1, 0.1, -0.4], [0.0, -0.2, 0.2], [-0.1, -0.2, 0.0], [-0.1, 0.5, 0.0], [2.6, -0.4, -1.0], [-1.4, -1.0, 1.5], [0.4, 0.2, -0.9], [0.5, 0.4, 0.1], [-0.4, -1.4, -1.2], [-0.1, -0.6, 2.5], [1.4, 0.0, -0.7], [0.9, 0.5, -0.6], [0.2, 1.0, 0.5], [-0.7, 1.3, 0.1], [-0.3, -0.1, -0.2], [-0.2, 0.2, -0.6], [-0.7, -0.6, -0.2], [-0.2, -0.3, 0.0], [-0.2, 0.5, 0.3], [0.1, 0.5, 0.0], [0.1, 0.0, 0.0], [-0.4, -0.2, -0.1], [-0.6, 0.2, 0.0], [-0.1, -0.3, 0.1], [-0.4, 0.0, -0.1], [0.2, 0.1, 0.1], [0.2, 0.0, -0.1], [0.0, -0.3, 0.2], [0.0, 0.1, -0.1], [0.0, -0.6, 0.1], [0.0, -0.1, 0.3], [0.2, 0.2, 0.0], [-0.9, 0.1, -0.2], [-0.5, 0.7, -0.3], [-0.2, -0.9, -0.5], [0.3, 0.2, -1.5], [-0.2, -0.1, 0.8], [-0.2, -1.4, -0.2], [-0.4, -0.2, 1.7], [1.5, 0.1, 1.3], [-0.7, -0.7, -0.2], [-0.3, 0.6, -1.4], [-0.6, 0.9, 0.4], [0.1, 0.3, 0.0], [0.6, -0.4, 0.6], [-0.4, 0.1, 0.5], [-0.1, -0.2, -0.3], [0.1, 0.4, -0.1], [-0.1, -0.1, 0.0], [-0.4, -0.1, 0.1], [0.2, 0.1, 0.0], [0.7, 0.5, 0.0], [-0.2, 0.5, -0.4], [-0.2, -0.3, -0.2], [0.5, -0.4, 0.3], [0.3, 0.3, 0.1], [0.2, 0.1, -0.2], [-0.2, -0.1, 0.1], [0.5, -0.1, 0.1], [-0.1, 0.0, -0.1], [-0.1, 0.4, -0.1], [-0.1, -0.3, -0.2], [0.0, 0.3, 0.0], [-0.1, -0.6, 0.1], [1.1, 0.0, -0.4], [1.0, -1.5, 0.1], [-1.9, -0.3, 0.7], [1.8, -0.2, -1.2], [-1.1, 0.8, -0.3], [0.0, 1.2, -0.3], [-0.4, 0.2, -0.5], [0.1, -0.3, -0.8], [-0.2, 0.3, 0.7], [-0.1, -0.4, 0.5], [0.1, 0.6, -0.6], [0.0, 0.7, 0.0], [0.8, 0.3, 0.1], [-0.7, -0.1, 0.1], [-0.2, 0.0, -0.2], [0.4, 0.5, -0.7], [0.4, 0.2, 0.4], [-0.2, -0.9, 0.7], [0.7, 0.2, 0.4], [-0.3, -0.3, 0.0], [-0.6, 0.5, 0.6], [-0.4, -0.4, 0.3], [0.5, 0.2, -0.2], [-0.1, -0.4, 0.0], [0.0, 0.0, -0.1], [-0.1, -0.2, 0.1], [-0.5, 0.4, 0.1], [-0.2, 0.0, 0.0], [0.3, -0.4, 0.4], [-0.3, -0.1, 1.2], [-0.1, -0.4, -0.9], [1.3, -1.8, -0.6], [0.6, 1.5, 0.1], [-0.8, -0.5, -1.9], [0.3, -0.2, 1.1], [1.5, -0.1, 2.6], [0.0, -0.4, -0.6], [0.1, -0.3, -0.1], [-0.1, 0.5, 0.3], [-0.6, 0.0, -0.2], [0.1, 0.1, 0.2], [-0.6, 0.4, -0.1], [0.5, 0.4, -0.2], [0.2, 0.6, -0.2], [-0.9, 0.0, 0.1], [-0.4, 0.1, -0.4], [-0.4, -0.2, 0.3], [0.2, -0.2, -0.2], [-0.2, 0.7, -0.3], [0.2, -0.4, 0.1], [-0.3, 0.0, -0.1], [-0.2, 0.1, -0.1], [0.1, 0.2, 0.4], [-0.2, 0.1, -0.1], [-0.4, -0.1, -0.1], [0.3, 0.0, 0.1], [0.0, -0.1, -0.1], [0.2, -0.2, -0.2], [0.0, 0.2, -0.1], [0.1, -0.3, 0.9], [-0.3, 0.8, -1.2], [-0.3, -0.3, 1.1], [0.5, 0.2, -0.6], [1.7, -1.3, -0.7], [-0.4, -0.4, 1.4], [-0.9, 0.1, -2.5], [-0.3, -1.3, -0.8], [0.9, -0.1, 0.5], [0.0, 0.4, -0.2], [0.2, -0.7, 0.5], [-0.1, 0.1, 0.1], [0.1, 0.0, -0.1], [0.2, 0.3, -0.4], [0.1, 0.1, 0.1], [0.5, 0.5, -0.1], [-0.1, 0.2, 0.7], [-0.5, 0.3, -0.2], [-0.6, 0.7, 0.3], [-0.4, -0.1, 0.0], [0.1, 0.3, -0.2], [-0.4, 0.4, 0.2], [-0.1, -0.1, -0.3], [0.1, 0.0, 0.3], [-0.1, 0.0, -0.1], [-0.3, 0.0, 0.3], [0.2, 0.0, -0.1], [-0.1, 0.1, 0.1], [-0.2, -0.1, 0.3], [0.5, 0.2, 0.7], [-0.3, -0.3, -1.8], [-0.3, -2.2, 0.9], [0.2, 1.7, -0.9], [1.0, 0.3, 0.4], [-0.7, 0.4, 1.8], [-0.3, 0.7, -1.2], [-0.3, -1.3, 1.3], [0.0, -0.2, -0.8], [-0.7, 0.2, 1.9], [-0.1, 0.1, 0.4], [0.5, 0.8, -1.0], [0.4, 0.2, 0.5], [0.6, 0.1, 0.4], [-0.3, -0.1, 0.0], [0.3, -0.5, -0.6], [-0.7, -0.1, -0.2], [-0.1, -0.1, 0.1], [-0.3, -0.1, 0.5], [0.1, 0.4, -0.3], [0.2, 0.1, -0.1], [0.4, 0.1, 0.0], [0.2, 0.0, -0.5], [0.1, 0.1, -0.4], [0.2, 0.1, 0.0], [0.0, -0.2, 0.0], [0.0, -0.2, -0.1], [0.2, -0.1, 0.3], [-0.2, -0.3, -0.2], [-0.2, 0.1, 0.0], [0.1, 0.2, 0.0], [-1.8, 0.8, -1.0], [0.2, 0.4, 1.0], [0.4, 0.7, -0.5], [-0.1, -2.5, 1.4], [0.5, 0.4, -0.4], [-0.4, 1.7, 1.7], [2.1, 1.1, -1.7], [-0.3, -0.4, 0.9], [-0.2, -1.3, -0.5], [0.9, 0.8, 0.5], [-0.6, -0.1, -0.2], [-0.2, 0.1, 0.0], [0.6, -0.5, -0.1], [0.3, 0.0, 0.4], [0.2, -0.5, 0.2], [0.1, 0.1, -0.3], [0.0, 0.1, 0.0], [-0.5, 0.3, -0.2], [-0.4, 0.1, -0.5], [-1.2, -0.4, -0.8], [0.5, 0.3, -0.3], [0.2, -0.3, 0.3], [-0.1, 0.1, -0.2], [0.1, 0.0, 0.1], [0.1, -0.3, 0.2], [0.1, 0.1, 0.0], [-0.1, -0.1, -0.1], [0.2, -0.3, -0.2], [-0.2, 0.2, 0.3], [-0.5, -0.6, 0.2], [-0.4, 0.0, 1.1], [-0.5, -1.5, -2.2], [0.7, -1.4, -0.4], [-1.1, 0.5, 0.2], [1.7, -1.0, -0.3], [0.7, -2.7, 1.0], [2.0, 0.3, -1.1], [-1.6, 0.7, 0.5], [0.3, 1.0, 0.1], [0.7, 1.9, 1.3], [-0.3, 0.3, 0.4], [0.2, 0.1, 0.0], [-0.1, 0.0, 0.0], [0.0, 0.1, -0.1], [-0.1, -0.4, 0.1], [0.1, 0.6, 0.4], [0.2, 0.5, -0.1], [-0.4, -0.2, -0.2], [-0.1, 0.5, 0.1], [0.0, 0.6, 0.3], [0.1, 0.5, 0.2], [-0.2, -0.2, 0.0], [-0.3, 0.2, -0.5], [-0.4, -0.3, 0.0], [0.0, -0.4, 0.4], [-0.5, -0.4, -0.8], [-0.4, -0.3, -0.2], [0.6, 0.3, 0.1], [-0.3, 0.3, -0.1], [-0.7, 0.4, -0.1]],
  "homo_lumo_gap_ev": [6.85, 2.79],
  "e_above_lowest_kj_mol": 0.00,
  "spin_multiplicity": 2,
  "fmax_ha_per_bohr": 0.058,
  "total_energy_ha": -4842.2915,
  "s_squared": 0.7541,
  "homo_energy_ev": [-9.107, -9.107],
  "charge": 1,
  "mol_weight_g_mol": 1572.57
}